[1]
The molecule C12H22FN2O2 at a distorted geometry, computed with ωB97M-V/def2-TZVPD.

The geometry in XYZ format:
```
39
Properties=species:S:1:pos:R:3:forces:R:3
C -2.851675 -0.368137 1.169757 -0.28 1.00 -1.46
C -1.318982 0.265006 0.944798 -2.96 0.39 -0.45
C -1.570055 1.918291 0.896078 0.71 -0.70 0.61
C -0.789523 -0.356184 -0.475448 -0.46 -0.58 -0.44
C 0.790759 -0.088145 -0.812244 -0.33 0.80 1.23
F 1.424247 -1.429350 -1.093242 -1.25 2.78 0.20
C 1.079555 0.993481 -2.008180 0.97 -0.43 -0.43
C 0.212863 0.772843 -3.379982 -1.03 0.23 -0.50
C 0.174933 -0.765048 -3.945101 3.33 -3.19 -3.23
N -0.978335 -1.675616 -3.488115 1.67 0.63 -0.82
O 1.062390 -1.301718 -4.790948 -5.06 3.92 4.88
C 1.490230 0.496197 0.549848 0.83 -0.18 -0.23
C 0.960000 -0.158981 1.950453 3.21 0.39 1.26
C 1.633257 -1.671105 2.191678 0.06 0.62 0.90
C 1.607420 0.783367 3.171586 -1.21 0.48 -0.39
N -0.531089 -0.140011 2.165982 0.38 -3.17 -1.49
O -0.943268 -1.300984 2.703650 0.49 2.64 -0.63
H -2.899547 -1.523367 0.991856 0.21 2.29 0.72
H -3.344154 -0.001782 2.170848 1.24 -1.01 -1.88
H -3.500205 0.123906 0.296755 1.31 -1.03 1.80
H -0.552889 2.493212 0.965871 -1.92 -1.03 -0.17
H -2.099126 2.204499 -0.107485 0.87 -0.55 2.06
H -2.202687 2.195200 1.865249 1.25 -0.51 -2.31
H -0.970938 -1.536468 -0.482437 0.53 2.60 0.21
H -1.527703 0.058287 -1.317164 1.80 -0.85 1.82
H 2.228820 0.927081 -2.298340 -2.37 0.01 0.73
H 0.919947 2.092997 -1.573316 0.05 -2.52 -1.02
H 0.570205 1.473575 -4.278092 -0.43 -1.69 2.13
H -0.906110 1.107667 -3.165715 2.30 -0.96 -0.47
H -0.534350 -2.378808 -2.848255 -0.44 0.87 -0.69
H -1.277349 -2.224706 -4.336888 0.73 0.75 1.08
H 1.439608 1.684446 0.602512 -0.18 -2.60 -0.24
H 2.651941 0.247123 0.461172 -2.52 0.46 0.30
H 1.086671 -2.513867 1.588302 1.20 1.70 1.20
H 2.804420 -1.631915 1.967804 -2.68 0.01 0.14
H 1.563093 -1.854731 3.369068 -0.08 0.07 -2.78
H 1.548720 0.203034 4.189169 0.37 1.10 -2.05
H 0.864474 1.710403 3.289140 1.79 -1.82 -0.29
H 2.684430 1.170309 2.899377 -2.12 -0.93 0.70
```
Positions in Å, forces in eV/Å.

HOMO level (alpha / beta), eV: -8.98 / -9.75
2S+1: 2


[2]
A structure of composition C12H22GaN2S4SbSi2, computed with ωB97M-V/def2-TZVPD.

The geometry in XYZ format:
```
44
Properties=species:S:1:pos:R:3:forces:R:3
Ga 0.206681 0.227566 -0.535743 -0.01 0.00 0.02
C 3.892724 -1.572237 1.484540 0.00 0.00 0.00
Si 3.058133 -1.264145 -0.177123 -0.01 -0.02 0.01
C 1.984070 -2.737981 -0.557360 0.01 0.01 0.00
C 4.397325 -1.167304 -1.501319 0.00 0.00 0.00
N 2.073293 0.152689 -0.154620 0.02 0.01 -0.02
C 2.518156 1.448965 0.093278 -0.01 0.01 0.01
C 3.836723 1.792984 0.377223 0.01 -0.01 0.00
C 4.219036 3.112509 0.617538 0.00 0.01 0.00
C 3.271751 4.116024 0.576280 0.00 -0.01 0.00
C 1.943663 3.798582 0.293157 0.00 0.00 0.00
C 1.536479 2.490036 0.047830 0.00 0.00 0.00
N 0.229534 2.110911 -0.245184 -0.02 0.01 -0.01
Si -1.130629 3.170057 -0.355777 0.01 0.00 0.01
C -1.450719 4.073997 1.266473 0.00 0.00 0.00
C -2.648229 2.171479 -0.763891 0.01 0.00 0.00
C -0.906227 4.458122 -1.715066 0.00 -0.01 0.00
H 4.448400 -2.514283 1.459150 0.00 0.00 0.00
H 3.131623 -1.653280 2.264268 0.00 0.00 0.00
H 4.583418 -0.779385 1.775423 0.00 0.00 0.00
H 2.590756 -3.648459 -0.552143 0.00 0.00 0.00
H 1.504070 -2.643341 -1.533733 0.00 0.00 0.00
H 1.183156 -2.851082 0.175826 0.00 -0.01 0.00
H 4.966984 -2.100765 -1.533935 0.00 0.00 0.00
H 5.098742 -0.346675 -1.342605 0.00 0.00 0.00
H 3.930949 -1.023039 -2.478982 0.00 0.00 0.00
H 4.589651 1.016111 0.412858 0.00 -0.01 0.00
H 5.256245 3.339152 0.835579 0.00 0.00 0.00
H 3.549192 5.147254 0.761460 0.00 0.00 0.00
H 1.209992 4.593757 0.262346 0.00 0.00 0.00
H -1.615289 3.344588 2.063054 0.00 0.00 0.00
H -2.351034 4.690053 1.184788 0.00 0.00 0.00
H -0.624981 4.718966 1.570930 0.00 0.00 0.00
H -2.882462 1.453237 0.023684 0.00 0.00 0.00
H -2.515637 1.596855 -1.683221 0.00 0.00 0.00
H -3.505920 2.838722 -0.890571 0.00 0.00 0.00
H -0.052350 5.116344 -1.547103 0.00 0.00 0.00
H -1.803284 5.078513 -1.799881 0.00 0.00 0.00
H -0.754654 3.953126 -2.672267 0.00 0.00 0.00
S -5.601343 -5.481798 3.770934 0.00 -0.01 0.00
Sb -5.919760 -4.525343 1.734330 -0.15 -0.07 0.06
S -1.402245 -1.252724 -0.036962 0.08 0.06 -0.07
S -0.912834 -0.898864 -2.140602 0.01 0.01 0.02
S -8.104451 -4.712897 1.114938 0.05 0.01 0.00
```
Positions in Å, forces in eV/Å.

Total charge: -2
HOMO level, eV: -2.15


[3]
A structure of composition C12H22N2O2 at a distorted geometry, computed with ωB97M-V/def2-TZVPD.

The geometry in XYZ format:
```
38
Properties=species:S:1:pos:R:3:forces:R:3
C -4.312257 -0.598641 -0.787758 -3.27 9.68 -8.24
O -3.179396 0.337132 -0.773637 -1.71 -0.13 -0.42
C -2.916411 0.831107 0.533437 -8.28 -8.26 2.18
C -1.952161 1.799129 0.536345 -1.77 3.31 4.26
H -2.385856 2.498707 -0.148801 0.17 1.37 0.13
H -1.882252 2.067234 1.639795 0.08 0.79 -1.40
C -0.764043 1.285173 0.088755 3.73 4.63 -10.79
N 0.306336 1.074600 0.788996 3.53 -2.48 5.66
C 1.638954 1.331830 0.399726 3.25 0.72 3.09
C 2.233424 0.516484 -0.761896 -1.55 0.42 1.50
C 3.527517 1.245767 -1.170108 -1.65 -13.69 -0.31
N 4.561502 0.871425 -0.359970 4.71 -2.68 6.63
H 4.723682 -0.399200 -0.160187 -1.15 5.49 -0.79
H 4.534980 1.357369 0.651518 0.04 -1.81 -2.80
H 3.551901 2.110645 -1.486519 -0.32 8.87 -2.66
H 3.777546 0.530564 -2.009065 -0.21 1.47 -0.56
H 2.277797 -0.671813 -0.504104 0.46 3.10 -0.76
H 1.459229 0.669717 -1.494582 -0.22 -0.33 -0.99
H 1.878853 2.491732 0.248080 -1.06 -2.27 0.01
H 2.303794 1.112116 1.465513 -1.61 0.49 -2.88
C 0.071974 -0.215334 1.502580 3.27 7.84 8.45
C 0.101306 -1.361047 0.917315 2.66 -9.83 -7.36
C -0.569171 -1.868791 -0.168704 -1.18 -0.53 2.65
C 0.008644 -3.128231 -0.471671 -7.16 -0.41 -8.18
C 1.187165 -3.125255 -0.124629 10.56 -4.05 8.28
O 1.372981 -2.238490 0.960811 -2.00 1.76 -1.09
H 1.973040 -4.222158 0.151341 -2.36 3.82 -1.60
H -0.225966 -3.689682 -1.439821 -0.36 0.40 1.78
H -1.554890 -1.616477 -0.502059 -0.19 0.56 -0.12
H 0.902251 -0.323988 2.458397 -2.11 0.60 -2.37
H -0.855273 -0.056298 2.014692 -0.66 0.00 0.44
H -0.306721 2.244292 -0.749561 -1.07 -1.96 2.09
H -0.835122 0.655247 -0.785780 -0.87 -1.16 -0.21
H -2.783536 -0.263536 1.125268 0.59 2.83 -0.64
H -4.032284 1.067044 1.020472 2.71 0.31 -1.07
H -4.085971 -1.309844 -0.272583 2.76 -8.93 5.40
H -4.437495 -0.832425 -2.101011 0.00 0.50 4.55
H -5.314071 -0.176105 -0.230603 2.22 -0.44 -1.84
```
Positions in Å, forces in eV/Å.

HOMO level, eV: -8.01


It is found that the ΔE to the lowest compared entry with this formula, charge and spin values, taken in the order of the records, are 528.73 19.54 1577.08 kJ/mol.
It is found that the electronic energy values, taken in the order of the records, are -830.012673 -4917.066971 -729.876887 Ha.